{"formula": "C22H19BrClN3O5S", "method": "the ωB97M-V functional and the def2-TZVPD basis", "e_tot_ev": -131227.8681, "smiles": "O=C(CN(c1ccc(Br)cc1)S(=O)(=O)c1ccc(Cl)c([N+](=O)[O-])c1)NCCc1ccccc1", "homo_energy_ev": -8.940, "de_lowest_kj_mol": 0.0, "total_charge": 0, "lumo_ev": -0.68, "elements": ["O", "C", "N", "H", "C", "C", "C", "C", "C", "C", "C", "C", "H", "H", "H", "H", "H", "H", "H", "H", "H", "C", "N", "C", "C", "C", "C", "C", "C", "H", "H", "Br", "H", "H", "S", "O", "O", "C", "C", "C", "C", "C", "C", "H", "H", "Cl", "N", "O", "O", "H", "H", "H"], "xyz": [[0.5402, -0.4428, 0.9458], [0.4843, -0.1779, -0.2443], [-0.0475, -0.9881, -1.1627], [-0.1132, -0.6895, -2.1237], [-0.5873, -2.2951, -0.8593], [0.1743, -3.3897, -1.6196], [0.0687, -3.1733, -3.1029], [-1.0437, -3.6231, -3.8036], [-1.1635, -3.3878, -5.1615], [-0.1733, -2.6943, -5.8371], [0.9373, -2.2387, -5.1480], [1.0554, -2.4759, -3.7894], [1.9291, -2.1255, -3.2566], [1.7148, -1.6997, -5.6695], [-0.2652, -2.5124, -6.8974], [-2.0305, -3.7477, -5.6952], [-1.8170, -4.1662, -3.2798], [1.2211, -3.3750, -1.3112], [-0.2551, -4.3541, -1.3470], [-0.4955, -2.4428, 0.2174], [-1.6466, -2.3220, -1.1281], [1.0169, 1.1522, -0.7848], [0.5872, 2.2721, 0.0250], [1.4045, 2.7815, 1.0460], [2.2961, 1.9773, 1.7525], [3.0921, 2.5233, 2.7421], [2.9882, 3.8724, 3.0327], [2.1005, 4.6848, 2.3457], [1.3162, 4.1402, 1.3474], [0.6164, 4.7537, 0.8052], [2.0309, 5.7354, 2.5812], [4.0738, 4.6207, 4.4038], [3.7814, 1.8999, 3.2905], [2.3443, 0.9187, 1.5538], [-1.0747, 2.3698, 0.2353], [-1.6584, 1.6941, -0.8828], [-1.4226, 3.7330, 0.4820], [-1.4198, 1.4340, 1.7305], [-2.0396, 0.2108, 1.6223], [-2.2509, -0.5636, 2.7579], [-1.8170, -0.1042, 4.0069], [-1.2016, 1.1433, 4.0930], [-1.0097, 1.9141, 2.9626], [-0.5469, 2.8855, 3.0273], [-0.8698, 1.4941, 5.0571], [-1.9797, -1.0333, 5.4341], [-2.9070, -1.8411, 2.5716], [-2.8478, -2.3244, 1.4625], [-3.4789, -2.3374, 3.5111], [-2.3650, -0.1456, 0.6566], [0.6447, 1.3279, -1.7963], [2.1095, 1.1323, -0.7991]], "lowdin_charge": [0.054, -0.486, 0.095, 0.142, -0.158, -0.125, -0.252, -0.042, -0.080, -0.093, -0.085, -0.061, 0.111, 0.102, 0.101, 0.103, 0.115, 0.120, 0.120, 0.114, 0.127, -0.086, -0.153, -0.274, -0.007, -0.112, -0.685, -0.113, -0.021, 0.110, 0.105, 0.728, 0.104, 0.108, 0.710, -0.256, -0.258, -0.237, 0.015, -0.136, -0.561, -0.063, -0.022, 0.120, 0.113, 0.778, -0.355, 0.079, 0.051, 0.127, 0.124, 0.145]}


{"formula": "C14H27N3O6S", "method": "the ωB97M-V functional and the def2-TZVPD basis", "e_tot_ev": -42534.0690, "smiles": "O[C@H](COCC[C@@H]1CO1)OCN=C=S.CNC(C)=O.CNC(C)=O", "homo_energy_ev": -8.763, "de_lowest_kj_mol": 309.9, "total_charge": 0, "lumo_ev": -1.32, "elements": ["O", "C", "C", "O", "C", "C", "C", "C", "O", "O", "C", "N", "C", "S", "H", "H", "H", "H", "H", "H", "H", "H", "H", "H", "H", "H", "H", "C", "C", "O", "N", "C", "H", "H", "H", "H", "H", "H", "H", "C", "C", "O", "N", "C", "H", "H", "H", "H", "H", "H", "H"], "xyz": [[2.9083, 2.4708, -1.6049], [1.6594, 2.6450, -0.7916], [1.6647, 4.2206, -0.2663], [0.6210, 5.0544, -0.8998], [-0.7084, 4.8131, -0.2802], [-1.7679, 4.4120, -1.4698], [-2.1296, 2.6824, -1.2051], [-3.8164, 2.3185, -1.1392], [-2.7944, 2.3363, 0.1562], [1.6874, 1.6972, 0.3313], [0.8507, 0.5107, 0.0917], [1.4554, -0.5024, -0.8724], [0.8754, -0.3731, -2.1410], [0.6581, 0.3485, -3.7040], [2.8865, 1.5522, -2.0015], [0.7762, 2.4174, -1.5536], [1.5193, 4.1839, 0.8987], [2.7145, 4.6942, -0.4922], [-0.6242, 3.9655, 0.5524], [-1.1284, 5.7647, 0.2742], [-2.8319, 4.8877, -1.3651], [-1.3255, 4.4160, -2.5523], [-1.3710, 1.8511, -1.7635], [-3.5729, 1.4687, -1.9456], [-4.3649, 1.5646, -0.4635], [0.7794, -0.0557, 1.1407], [-0.2627, 0.8089, -0.1684], [4.0934, -5.0751, -0.4233], [3.3354, -3.7795, -0.4845], [2.6838, -3.4494, -1.4736], [3.3831, -2.9560, 0.6017], [4.0837, -3.1586, 1.8473], [3.9592, -5.6218, -1.3620], [5.1606, -4.8795, -0.2883], [3.7128, -5.6944, 0.3933], [2.8477, -2.1031, 0.4841], [3.3493, -3.1395, 2.6563], [4.7852, -2.3313, 1.9802], [4.6271, -4.1040, 1.8710], [-4.3980, -2.8419, 2.2113], [-4.1407, -1.3882, 1.9333], [-4.8738, -0.5003, 2.3645], [-3.0539, -1.0621, 1.1764], [-2.0800, -1.9465, 0.5824], [-5.2980, -2.9427, 2.8260], [-4.5593, -3.3805, 1.2736], [-3.5565, -3.2739, 2.7594], [-2.9478, -0.0640, 1.0333], [-1.0957, -1.6796, 0.9752], [-2.0904, -1.7854, -0.4984], [-2.2849, -2.9962, 0.7960]], "lowdin_charge": [-0.075, -0.277, -0.096, -0.202, -0.185, -0.059, -0.150, -0.073, -0.229, -0.111, -0.239, 0.028, -0.489, 0.625, 0.075, 0.127, 0.140, 0.151, 0.136, 0.138, 0.119, 0.123, 0.129, 0.061, 0.119, 0.145, 0.116, -0.016, -0.549, 0.007, 0.000, -0.082, 0.086, 0.085, 0.085, 0.109, 0.082, 0.084, 0.076, -0.016, -0.548, 0.023, 0.007, -0.077, 0.087, 0.085, 0.085, 0.113, 0.066, 0.083, 0.079]}


{"formula": "C36H30IN10O6STi", "method": "the ωB97M-V functional and the def2-TZVPD basis", "e_tot_ev": -107065.8973, "homo_energy_ev": [-2.577, -5.384], "de_lowest_kj_mol": 34.7, "total_charge": -1, "lumo_ev": [2.12, 2.12], "spin_multiplicity": 3, "elements": ["Ti", "N", "C", "N", "C", "N", "N", "C", "N", "C", "C", "C", "C", "C", "N", "H", "H", "H", "H", "H", "H", "H", "H", "C", "C", "C", "C", "C", "C", "C", "S", "O", "O", "N", "C", "C", "C", "C", "C", "C", "C", "C", "N", "C", "H", "H", "H", "H", "H", "H", "H", "H", "H", "H", "H", "H", "H", "I", "C", "C", "C", "C", "C", "C", "C", "O", "O", "H", "H", "H", "H", "C", "N", "C", "C", "C", "O", "N", "C", "O", "H", "H", "H", "H", "H"], "xyz": [[0.2035, -0.3936, 0.6000], [1.7202, 0.0459, 3.6854], [0.4505, -0.4109, 3.8598], [0.0930, -0.6196, 5.1290], [-1.1267, -1.1759, 5.2573], [-1.5341, -1.4143, 6.5502], [-1.9333, -1.5450, 4.2926], [-1.5014, -1.2722, 3.0340], [-0.3075, -0.6176, 2.7837], [-2.2809, -1.6571, 1.9283], [-3.5226, -2.3330, 2.0661], [-4.2457, -2.6423, 0.9546], [-3.7528, -2.2848, -0.3218], [-2.5355, -1.6486, -0.3855], [-1.8053, -1.3377, 0.6880], [2.1761, 0.3804, 4.5158], [1.9935, 0.4278, 2.7975], [-1.0734, -0.8567, 7.2486], [-2.5276, -1.5335, 6.6537], [-3.8610, -2.5794, 3.0614], [-5.1925, -3.1592, 1.0531], [-4.2947, -2.5070, -1.2294], [-2.0923, -1.3729, -1.3361], [7.9505, -1.1017, 3.5637], [6.8563, -1.1116, 2.5324], [5.5270, -1.2979, 2.8990], [4.5177, -1.3204, 1.9498], [4.8329, -1.1410, 0.6145], [6.1524, -0.9728, 0.2232], [7.1543, -0.9545, 1.1824], [3.5371, -1.2268, -0.6057], [4.1391, -0.8348, -1.8599], [3.0133, -2.5596, -0.5290], [2.4356, -0.1661, -0.0776], [2.8503, 1.1608, -0.0663], [3.9792, 1.7151, -0.6456], [4.2701, 3.0904, -0.5675], [3.4624, 3.9655, 0.0967], [2.3143, 3.4493, 0.7428], [1.4632, 4.2637, 1.5240], [0.4100, 3.7209, 2.2011], [0.1734, 2.3410, 2.0623], [0.9318, 1.5658, 1.3125], [2.0166, 2.0756, 0.6664], [7.5414, -1.0631, 4.5727], [8.6089, -0.2418, 3.4322], [8.5672, -1.9999, 3.4900], [5.2759, -1.4355, 3.9446], [3.4917, -1.4966, 2.2459], [6.3792, -0.8421, -0.8253], [8.1847, -0.8112, 0.8763], [4.6497, 1.0994, -1.2188], [5.1661, 3.4410, -1.0647], [3.6796, 5.0242, 0.1571], [1.6796, 5.3247, 1.5825], [-0.2572, 4.3067, 2.8164], [-0.6699, 1.8755, 2.5539], [0.3921, -9.0150, -1.2093], [0.4470, -6.9609, -0.8374], [0.6998, -6.5123, 0.4504], [0.7339, -5.1477, 0.6916], [0.5158, -4.2505, -0.3453], [0.2639, -4.7142, -1.6279], [0.2295, -6.0757, -1.8822], [0.5392, -2.7870, -0.0753], [0.7909, -2.3650, 1.0910], [0.2601, -1.9614, -0.9780], [0.8672, -7.2155, 1.2541], [0.9286, -4.7599, 1.6820], [0.1022, -3.9960, -2.4199], [0.0371, -6.4447, -2.8801], [-1.2526, 2.2875, -3.1824], [-1.8269, 2.2211, -1.8522], [-2.9900, 2.8866, -1.5514], [-3.5297, 2.8410, -0.3274], [-2.8540, 2.0815, 0.7352], [-3.2525, 2.0900, 1.8950], [-1.7309, 1.3889, 0.3606], [-1.2344, 1.4656, -0.8619], [-0.1808, 0.8205, -1.1312], [-2.0004, 2.0126, -3.9284], [-0.4244, 1.5864, -3.2274], [-0.8834, 3.2932, -3.3936], [-3.4263, 3.4433, -2.3715], [-4.4412, 3.3701, -0.0955]], "lowdin_spin": [0.954, 0.002, 0.015, 0.066, 0.038, 0.011, 0.075, 0.192, 0.078, 0.116, 0.054, 0.047, 0.117, 0.005, 0.151, 0.001, 0.002, 0.001, 0.000, 0.003, 0.001, 0.009, -0.002, 0.000, 0.000, 0.000, 0.000, 0.000, 0.000, 0.000, 0.001, 0.000, 0.000, 0.002, -0.003, 0.008, -0.002, 0.006, -0.001, 0.012, -0.001, 0.014, -0.005, 0.000, 0.000, 0.000, 0.000, 0.000, 0.000, 0.000, 0.000, 0.001, 0.000, 0.000, 0.001, 0.000, 0.001, 0.000, 0.000, 0.000, 0.000, 0.000, 0.000, 0.000, 0.002, 0.008, 0.000, 0.000, 0.000, 0.000, 0.000, 0.000, 0.001, 0.000, 0.001, 0.000, 0.001, 0.005, 0.004, 0.009, 0.000, 0.000, 0.000, 0.000, 0.000]}


{"formula": "C4H8O", "method": "the ωB97M-V functional and the def2-TZVPD basis", "e_tot_ev": -6323.8326, "smiles": "CC=O.C=C", "homo_energy_ev": -9.866, "de_lowest_kj_mol": 128.8, "total_charge": 0, "lumo_ev": 1.10, "elements": ["C", "C", "C", "C", "O", "H", "H", "H", "H", "H", "H", "H", "H"], "xyz": [[1.9234, -0.1665, -0.0739], [1.0633, 1.0524, 0.1214], [-1.5827, -1.0365, -0.1176], [-2.0465, 0.1883, 0.1090], [0.7942, 1.5301, 1.1976], [2.8556, 0.1254, -0.5730], [2.1516, -0.6229, 0.8922], [1.4135, -0.8856, -0.7258], [0.6794, 1.5110, -0.8146], [-1.8167, -1.5790, -1.0304], [-0.9555, -1.5494, 0.6080], [-1.8012, 0.7308, 1.0180], [-2.6784, 0.7018, -0.6110]], "lowdin_charge": [-0.062, -0.347, -0.087, -0.079, 0.024, 0.081, 0.082, 0.071, 0.117, 0.048, 0.052, 0.049, 0.052]}


Question: Number 3 is which compound?
Answer: C36H30IN10O6STi